Computed, not measured: one molecule with the formula C4H7Cl at a distorted geometry, with the ωB97M-V functional and the def2-TZVPD basis.

Each line ends with the natural charge from an NBO analysis.
CARTESIAN COORDINATES (ANGSTROEM)
C -1.074 1.639 -0.124  -0.388
C -1.005 0.187 0.123  -0.047
C -2.139 -1.061 -0.239  -0.655
C 0.306 -0.174 0.888  -0.364
Cl 1.851 -0.191 -0.318  -0.156
H -0.139 2.394 0.371  0.216
H -1.809 2.326 -0.728  0.223
H -1.554 -1.697 -1.072  0.230
H -2.362 -1.972 0.515  0.246
H -2.992 -0.507 -0.686  0.234
H 0.734 0.400 1.807  0.246
H 0.125 -1.237 1.305  0.217

For the energy, the calculation gives -16780.1948 eV. For the HOMO energy, the calculation gives -9.37 eV. Its spin multiplicity is 1. Its SMILES is C=C(C)CCl. The charge is 0. Its relative energy (zero: lowest compared OMol25 entry of this formula, charge and spin) is 306.5 kJ/mol. For the orbital gap, the calculation gives 9.8 eV.

---

Computed, not measured: C16H23CdN2O8S as an isolated structure at a distorted geometry, with the ωB97M-V functional and the def2-TZVPD basis.

Each line ends with the natural charge from an NBO analysis.
CARTESIAN COORDINATES (ANGSTROEM)
Cd 1.355 2.274 -0.488  1.721
O 1.539 1.370 1.705  -0.793
C 0.375 1.214 2.461  -0.084
C -0.925 1.318 1.643  -0.233
N -0.798 2.453 0.707  -0.524
C -1.730 2.307 -0.365  -0.343
C -1.385 1.143 -1.404  0.766
O -2.278 0.409 -1.792  -0.706
O -0.194 1.172 -1.899  -0.884
C -0.842 3.708 1.401  -0.373
C 0.079 4.796 0.822  0.773
O -0.127 5.924 1.207  -0.708
O 0.843 4.431 -0.094  -0.869
H 2.044 0.538 1.575  0.542
H 0.318 2.106 3.052  0.176
H 0.286 0.205 2.948  0.194
H -1.783 1.485 2.384  0.174
H -1.171 0.453 1.034  0.209
H -1.723 3.231 -0.989  0.221
H -2.784 2.140 -0.052  0.184
H -0.721 3.720 2.480  0.215
H -1.795 4.198 1.237  0.210
N 2.224 2.908 -2.541  -0.928
C 3.021 1.816 -3.030  -0.350
C 3.631 0.898 -1.927  0.758
O 4.505 0.093 -2.288  -0.715
O 3.210 1.000 -0.722  -0.867
H 1.318 3.048 -3.026  0.405
H 2.714 3.815 -2.416  0.391
H 3.768 2.200 -3.735  0.198
H 2.301 1.153 -3.588  0.225
C -3.549 -4.998 1.216  -0.656
C -2.336 -4.191 0.836  0.079
C -1.168 -4.300 1.530  -0.272
C -0.112 -3.443 1.246  -0.188
C -0.146 -2.642 0.120  -0.269
C -1.346 -2.472 -0.534  -0.201
C -2.480 -3.187 -0.188  -0.245
S 1.226 -1.447 -0.166  1.264
C 2.217 -2.547 -1.228  -0.784
O 2.061 -1.393 1.116  -1.006
H -3.579 -6.032 0.883  0.217
H -4.440 -4.583 0.755  0.212
H -3.749 -4.852 2.294  0.214
H -1.084 -5.016 2.345  0.208
H 0.825 -3.417 1.855  0.240
H -1.321 -1.796 -1.453  0.264
H -3.412 -3.007 -0.738  0.224
H 2.379 -3.530 -0.695  0.225
H 3.115 -2.042 -1.352  0.262
H 1.623 -2.632 -2.145  0.225

For the energy, the calculation gives -51728.2897 eV. For the HOMO energy, the calculation gives -5.91 eV. Its spin multiplicity is 1. The charge is -1. Its relative energy (zero: lowest compared OMol25 entry of this formula, charge and spin) is 25.5 kJ/mol. For the orbital gap, the calculation gives 8.4 eV.

---

Computed, not measured: one molecule with the formula C2H3NO2S at a distorted geometry, with the ωB97M-V functional and the def2-TZVPD basis.

Each line ends with the natural charge from an NBO analysis.
CARTESIAN COORDINATES (ANGSTROEM)
C -1.265 0.141 0.345  0.430
C 1.327 -0.548 -0.112  0.093
N -0.274 0.956 -0.170  -0.353
O -2.312 0.612 0.626  -0.579
O 0.771 0.381 -0.809  -0.301
S -0.879 -1.512 0.349  -0.114
H 1.832 -1.241 -0.670  0.197
H 1.422 -0.505 1.110  0.232
H -0.621 1.716 -0.669  0.394

For the energy, the calculation gives -18539.1978 eV. For the HOMO energy, the calculation gives -9.20 eV. Its spin multiplicity is 1. The charge is 0. Its relative energy (zero: lowest compared OMol25 entry of this formula, charge and spin) is 410.5 kJ/mol. For the orbital gap, the calculation gives 8.6 eV.

---

Computed, not measured: one molecule with the formula C4H4O at a distorted geometry, with the ωB97M-V functional and the def2-TZVPD basis.

Each line ends with the natural charge from an NBO analysis.
CARTESIAN COORDINATES (ANGSTROEM)
C 0.493 -0.615 0.724  -0.311
C 0.801 -0.137 -0.496  -0.311
C -0.150 0.679 -1.007  0.075
O -1.176 0.762 -0.052  -0.417
C -0.858 -0.204 0.911  0.099
H 1.109 -1.327 1.178  0.231
H 1.681 -0.287 -1.012  0.218
H -0.213 1.399 -1.819  0.209
H -1.687 -0.269 1.572  0.207

For the energy, the calculation gives -6258.5843 eV. For the HOMO energy, the calculation gives -8.59 eV. Its spin multiplicity is 1. Its SMILES is c1ccoc1. The charge is 0. Its relative energy (zero: lowest compared OMol25 entry of this formula, charge and spin) is 76.7 kJ/mol. For the orbital gap, the calculation gives 9.7 eV.

---

Computed, not measured: C4H13NO2 as an isolated structure at a distorted geometry, with the ωB97M-V functional and the def2-TZVPD basis.

Each line ends with the natural charge from an NBO analysis.
CARTESIAN COORDINATES (ANGSTROEM)
C -1.346 -0.383 -0.124  0.099
C -0.783 -0.639 1.269  -0.659
C -2.872 -0.302 -0.116  -0.628
O -0.793 0.807 -0.691  -0.743
H -0.955 1.530 -0.074  0.469
H -1.027 -1.179 -0.804  0.174
H -3.297 -1.242 0.228  0.215
H 0.306 -0.666 1.246  0.267
H -1.145 -1.592 1.649  0.213
H -1.106 0.144 1.955  0.191
H -3.205 0.493 0.552  0.199
H -3.244 -0.092 -1.117  0.215
C 2.920 0.416 0.361  0.247
N 2.010 0.435 -1.296  -0.941
O 2.488 -0.650 0.840  -0.742
H 2.112 -0.608 -1.354  0.412
H 2.417 0.995 -2.036  0.383
H 1.031 0.671 -1.120  0.427
H 2.550 1.402 0.696  0.100
H 3.939 0.460 -0.065  0.102

For the energy, the calculation gives -9942.7034 eV. For the HOMO energy, the calculation gives -8.48 eV. Its spin multiplicity is 1. The charge is 0. Its relative energy (zero: lowest compared OMol25 entry of this formula, charge and spin) is 144.1 kJ/mol. For the orbital gap, the calculation gives 9.3 eV.